[1]
The following is a quantum chemistry calculation of a 2-piece molecular cluster, C4H10NP3 overall in a non-equilibrium geometry, from the OMol25 dataset.

Geometry as XYZ:
```
18
Properties=species:S:1:pos:R:3:forces:R:3:lowdin_spin:R:1
C -2.0899 -2.0449 -0.0430 -2.69 3.78 2.06 0.80
C 0.9886 1.2141 -0.3404 -2.42 0.54 0.21 0.00
C -2.8835 -1.4685 0.8018 -1.44 -1.51 -0.96 0.12
C 0.7832 0.8419 0.9333 1.78 0.74 -0.67 0.00
N 2.1396 1.4944 -1.0304 -2.14 0.42 -2.88 0.00
P -1.0983 -3.1490 -0.7607 3.53 -3.99 -2.29 0.91
P -0.6566 1.3824 -1.2277 2.22 -1.16 -1.53 0.01
P 2.1302 0.7870 2.1498 -0.01 -1.31 -0.56 0.00
H -3.9366 -1.8504 0.9313 0.70 0.29 -0.01 0.05
H 2.8495 1.7530 -0.4587 2.94 0.84 1.96 0.00
H -2.6691 -0.6130 1.3792 0.42 1.10 0.71 0.03
H -0.2162 0.6141 1.1638 -1.04 -0.17 0.71 0.00
H 2.0353 2.1742 -1.8314 0.07 -1.29 1.40 0.00
H -1.0709 -2.8868 -2.1730 -0.48 0.40 0.48 0.07
H -0.3044 0.0939 -1.8746 -0.85 0.91 0.12 0.00
H 0.0283 2.0774 -2.3234 -0.87 -0.23 0.41 0.00
H 2.5862 -0.4809 1.6160 0.37 0.54 0.37 0.00
H 1.3847 0.0612 3.0882 -0.09 0.10 0.46 0.00
```
Positions in Å, forces in eV/Å.

The calculation puts the LUMO energy (alpha / beta) at 0.8 / -2.6 eV. Its spin multiplicity is 3. For the HOMO energy (alpha / beta), the calculation gives -6.35 / -8.27 eV. As for the energy above the lowest of the compared OMol25 structures with the same formula, charge and spin: 1.1 kJ/mol. Its expectation value of S² is 2.02.

***

[2]
The following is a quantum chemistry calculation of a 2-piece molecular cluster, C4H10NPS overall in a non-equilibrium geometry, from the OMol25 dataset.

Geometry as XYZ:
```
17
Properties=species:S:1:pos:R:3:forces:R:3:mulliken_charge:R:1
C 0.1855 -1.7227 0.1044 -0.11 -1.73 -0.39 -0.99
C 0.8034 -0.4153 0.6339 -1.83 -1.56 -1.98 0.60
C 2.2659 -0.3087 0.4037 -1.49 -3.51 -1.46 -1.25
N -0.0778 0.4751 0.8187 0.40 0.65 1.03 -0.40
H -0.0616 -1.5592 -1.0217 -0.07 -0.32 2.10 0.22
H -0.6573 -2.1428 0.7459 0.49 1.30 -1.18 0.25
H 0.8407 -2.6337 0.1227 0.15 1.06 -0.13 0.37
H 2.3652 -0.1857 -0.6712 0.01 0.16 -0.32 0.30
H 2.6707 -1.3383 0.5622 0.34 1.22 0.47 0.31
H 2.6692 0.4949 0.8512 1.92 2.46 1.88 0.45
H 0.3572 1.3595 1.0709 0.05 0.32 -0.01 0.17
C -2.8894 1.5551 -0.8100 3.70 2.98 3.27 -0.92
P -3.2034 0.5284 0.7233 0.32 -0.19 -1.43 0.26
S -3.5985 -1.1063 -0.2271 -0.19 -0.36 0.67 -0.32
H -1.8050 1.4662 -1.1104 -1.12 -0.60 0.15 0.24
H -3.5422 1.2963 -1.5319 -2.00 -0.79 -2.50 0.38
H -2.8890 2.6702 -0.5842 -0.58 -1.10 -0.18 0.32
```
Positions in Å, forces in eV/Å.

The calculation puts the LUMO energy at -0.5 eV. The SMILES is CC(C)=N.CP=S. For the HOMO energy, the calculation gives -8.18 eV. As for the energy above the lowest of the compared OMol25 structures with the same formula, charge and spin: 117.6 kJ/mol.

***

[3]
The following is a quantum chemistry calculation of one molecule with the formula C4H10NPS in a non-equilibrium geometry, from the OMol25 dataset.

Geometry as XYZ:
```
17
Properties=species:S:1:pos:R:3:forces:R:3:mulliken_charge:R:1
C 1.7647 0.1188 0.8522 -3.06 1.18 0.69 -0.82
C 0.8859 2.3246 0.3846 -1.13 -2.55 2.72 -0.54
C -2.1044 -1.6194 0.5038 0.67 -1.14 2.17 -0.65
C 0.2395 -0.1062 -1.7097 1.89 1.22 0.78 -0.95
N -0.7320 -1.2729 0.8227 1.86 0.34 -1.25 -0.46
P 0.1522 -0.1835 0.1237 -0.75 -0.36 1.33 0.77
S -0.7723 1.8011 0.6294 1.00 0.09 -0.52 -0.19
H 2.4510 -0.4957 0.3512 1.51 -0.36 -0.93 0.32
H 1.7341 -0.1726 1.9351 -0.02 0.85 -0.86 0.24
H 1.2848 2.9271 1.1604 0.52 0.53 0.38 0.35
H 1.3092 2.3393 -0.5437 0.98 0.25 -2.30 0.36
H -2.2801 -2.0234 -0.5242 -0.06 0.41 0.78 0.21
H -2.5559 -0.6213 0.7133 -1.16 -1.13 -0.30 0.26
H -2.3267 -2.4713 1.3429 -0.33 2.16 -2.24 0.20
H 0.5593 0.9780 -2.0890 -1.40 -2.63 0.42 0.26
H 1.0098 -0.8337 -1.9693 0.57 0.28 -0.04 0.33
H -0.6192 -0.6890 -1.9833 -1.09 0.86 -0.82 0.32
```
Positions in Å, forces in eV/Å.

The calculation puts the LUMO energy (alpha / beta) at -0.5 / -0.5 eV. For the HOMO energy (alpha / beta), the calculation gives -8.30 / -8.30 eV. As for the energy above the lowest of the compared OMol25 structures with the same formula, charge and spin: 391.9 kJ/mol.

***

[4]
The following is a quantum chemistry calculation of an isolated ion of composition C4H10NS and charge -1 in a non-equilibrium geometry, from the OMol25 dataset.

Geometry as XYZ:
```
16
Properties=species:S:1:pos:R:3:forces:R:3:mulliken_charge:R:1
C -0.9555 -1.9014 0.4588 1.11 2.27 -1.78 -0.82
N -0.9824 -0.3689 0.6602 1.55 -0.80 0.19 -0.55
C 0.3617 0.3037 0.2371 0.54 -3.51 2.08 0.55
C 0.6335 0.0702 -1.1897 -0.11 3.86 -3.66 -1.14
C 0.4294 1.6905 0.7160 -0.38 2.48 1.73 -0.97
S 1.5619 2.9962 0.1012 0.71 -0.39 -0.51 -0.67
H -1.8895 -2.2688 0.8804 0.46 -0.56 0.01 0.30
H -0.8735 -2.0044 -0.6357 -0.96 -0.53 -0.05 0.31
H 0.0217 -2.4171 0.6535 -0.99 0.64 1.25 0.28
H -1.6684 -0.0479 -0.0251 0.11 0.05 0.20 0.28
H 1.1386 -0.4157 0.7554 -1.17 1.63 -0.35 0.21
H 1.2851 -0.7643 -1.2406 -0.02 -1.12 -1.17 0.34
H 1.1801 0.9919 -1.7438 -0.43 -1.80 1.94 0.27
H -0.2885 0.2024 -1.8649 0.86 -1.37 0.96 0.25
H -0.5165 2.1296 0.3917 -0.51 -0.09 0.58 0.15
H 0.5622 1.8039 1.8456 -0.77 -0.76 -1.42 0.21
```
Positions in Å, forces in eV/Å.

The calculation puts the LUMO energy at 3.7 eV. The SMILES is CN[C@@H](C)C[S-]. For the HOMO energy, the calculation gives -2.18 eV. As for the energy above the lowest of the compared OMol25 structures with the same formula, charge and spin: 174.8 kJ/mol. The charge is -1.

***

[5]
The following is a quantum chemistry calculation of an isolated ion of composition C4H10NS and charge -1 in a non-equilibrium geometry, from the OMol25 dataset.

Geometry as XYZ:
```
16
Properties=species:S:1:pos:R:3:forces:R:3:mulliken_charge:R:1
C -0.9223 1.3828 -1.0321 -0.33 -0.99 0.29 -1.28
C 0.2641 1.4278 -0.0927 0.33 1.37 1.38 -0.13
N 0.2453 0.4328 1.0023 -0.71 -0.33 -0.13 -0.48
C -0.4144 -0.8863 0.7908 0.03 0.83 -1.65 -0.24
C 0.5858 -2.0042 0.3468 0.87 0.06 -1.55 -0.71
S 2.2920 -1.3903 -0.2683 -0.77 -0.25 0.59 -0.71
H -0.7717 0.5324 -1.6872 -0.34 -0.29 -0.26 0.32
H -0.9418 2.2402 -1.6564 0.13 1.01 -0.61 0.40
H -1.9408 1.3173 -0.5661 1.03 -0.07 -0.04 0.28
H 1.2426 1.5146 -0.6199 -0.68 -0.89 -0.11 0.22
H 0.2460 2.4317 0.4073 -0.25 -0.50 -0.06 0.28
H 1.1928 0.1366 1.1972 0.57 0.41 -0.15 0.21
H -0.9160 -1.1110 1.7381 -0.13 -0.31 -0.27 0.29
H -1.1745 -0.7658 -0.0590 0.75 -0.31 1.52 0.11
H 0.7817 -2.7764 1.0981 -0.31 0.21 0.00 0.25
H 0.2312 -2.4824 -0.5988 -0.19 0.06 1.05 0.21
```
Positions in Å, forces in eV/Å.

The calculation puts the LUMO energy at 4.0 eV. The SMILES is CCNCC[S-]. For the HOMO energy, the calculation gives -2.42 eV. As for the energy above the lowest of the compared OMol25 structures with the same formula, charge and spin: 68.5 kJ/mol. The charge is -1.

***

[6]
The following is a quantum chemistry calculation of an isolated ion of composition C4H10NS and charge +1 in a non-equilibrium geometry, from the OMol25 dataset.

Geometry as XYZ:
```
16
Properties=species:S:1:pos:R:3:forces:R:3:mulliken_charge:R:1
C -0.5880 1.3878 -2.0526 -3.92 3.00 0.67 -0.19
C 0.0038 -0.1092 0.2230 -0.66 -1.43 0.60 0.79
C 0.0775 0.6427 1.5185 -0.29 -0.34 -1.08 -1.28
C -0.8236 -1.4179 0.2813 -1.06 3.63 1.54 -1.41
N 1.0984 -0.0708 -0.5589 1.24 -0.39 0.08 -0.51
S -1.5352 1.0596 -0.7947 0.82 0.67 -0.76 0.05
H 0.2197 0.8072 -2.2189 2.84 -1.49 -0.64 0.33
H -0.8172 2.2848 -2.6550 0.11 -0.86 -0.09 0.29
H -0.3893 1.5739 1.4157 -0.64 1.56 0.14 0.38
H 1.0720 0.8153 1.7672 1.88 0.37 0.45 0.46
H -0.3671 0.1341 2.3262 -0.72 -0.80 0.78 0.36
H -1.8914 -1.1129 0.5382 1.31 -1.04 -0.85 0.43
H -0.4918 -2.0501 1.0290 0.90 -0.90 2.17 0.41
H -0.5770 -1.9632 -0.5341 -0.49 -1.59 -3.24 0.44
H 1.3009 -0.7733 -1.2292 -0.55 -1.02 -0.52 0.27
H 1.9979 0.3684 -0.3786 -0.78 0.62 0.75 0.18
```
Positions in Å, forces in eV/Å.

The calculation puts the LUMO energy at -5.5 eV. For the HOMO energy, the calculation gives -14.33 eV. As for the energy above the lowest of the compared OMol25 structures with the same formula, charge and spin: 225.8 kJ/mol. The charge is +1.

***

[7]
The following is a quantum chemistry calculation of a 2-piece molecular cluster, C4H10NS overall in a non-equilibrium geometry, from the OMol25 dataset.

Geometry as XYZ:
```
16
Properties=species:S:1:pos:R:3:forces:R:3:mulliken_charge:R:1
C 1.5461 0.2975 0.7153 0.52 -1.87 -1.36 -0.16
C 0.8973 -0.4234 -0.2451 0.26 -0.03 1.16 -0.30
C -2.1774 -2.3126 1.3090 -3.08 1.58 -3.12 -0.10
C 1.4770 1.7380 0.7956 0.30 3.99 0.61 -1.01
N -0.0747 0.0277 -1.0946 -0.71 -1.70 -1.38 -0.39
S -3.5362 -2.2220 0.2804 2.63 -0.11 0.91 0.17
H 2.3930 -0.1990 1.1558 -0.06 -0.34 0.43 0.33
H 1.0695 -1.4930 -0.3513 0.38 0.19 0.00 0.45
H -2.3700 -2.6230 2.2750 0.24 -1.09 1.87 0.33
H 0.3895 2.0325 0.9985 1.35 0.20 -0.90 0.24
H 1.9960 2.2326 -0.1455 -1.65 -0.79 1.45 0.24
H 2.0478 2.3211 1.6438 -0.94 -1.82 -1.26 0.30
H -1.3382 -1.7335 0.9887 0.86 -0.01 -0.09 0.22
H -0.5371 0.8839 -0.9750 -0.23 1.26 0.08 0.18
H -0.3850 -0.5387 -1.9081 0.60 0.77 1.19 0.24
H -4.3504 -2.9384 1.0395 -0.47 -0.24 0.43 0.25
```
Positions in Å, forces in eV/Å.

The calculation puts the LUMO energy (alpha / beta) at -7.1 / -7.6 eV. For the HOMO energy (alpha / beta), the calculation gives -11.25 / -10.78 eV. As for the energy above the lowest of the compared OMol25 structures with the same formula, charge and spin: 388.1 kJ/mol. The charge is +1.